No. 1
The following is a DFT calculation (ωB97M-V/def2-TZVPD) of a cluster of 2 separate species, C5H13NO in total at a distorted geometry.

Geometry as XYZ:
```
20
Properties=species:S:1:pos:R:3:forces:R:3
C -0.06995 1.42020 -1.36425 0.345 -0.182 -0.036
C -1.04968 0.26520 -1.24009 -0.782 -0.813 -0.332
C -0.40105 -1.13273 -1.39346 0.167 0.381 0.360
C 0.84875 -1.36406 -0.53731 0.109 -0.124 -0.081
C 0.89145 -1.43965 1.77541 -0.051 0.448 0.505
N 0.80440 -0.70194 0.76318 0.001 -0.426 -0.567
H -0.35217 2.39110 -0.96195 -0.514 -0.158 0.189
H 0.83073 1.13066 -0.82548 0.155 0.273 -0.159
H 0.15517 1.60287 -2.41367 0.249 -0.124 -0.104
H -1.65665 0.25871 -0.33248 0.393 0.270 0.270
H -1.80686 0.26641 -2.03149 0.014 0.431 -0.051
H -1.12170 -1.91012 -1.13594 -0.226 0.126 0.025
H -0.14714 -1.30303 -2.44067 0.142 0.002 -0.048
H 1.73274 -0.97570 -1.04455 0.002 0.149 -0.056
H 1.01648 -2.44494 -0.43323 -0.018 -0.018 0.046
H 0.94256 -0.93500 2.73450 -0.119 -0.130 0.237
H 0.92115 -2.53224 1.76983 0.112 -0.090 -0.205
H -0.26705 3.02009 3.51666 0.131 0.521 0.435
H -1.09373 2.11304 2.65738 0.466 -0.114 -0.040
O -0.17746 2.27110 2.93761 -0.577 -0.422 -0.386
```
Forces are in eV/Å.

Output
maximum force: 0.023 Eh/bohr
frontier orbital gap: 0.3829 Ha
highest occupied orbital energy: -9.5 eV
E: -8932.418 eV
lowest unoccupied orbital energy: 0.905 eV
ΔE to the lowest compared entry with this formula, charge and spin: 153.71 kJ/mol
SMILES: C=NCCCC.O

Atomic partial charges in e from the Löwdin method, atoms 1 to 2: C -0.11; C -0.27

---

No. 2
The following is a DFT calculation (ωB97M-V/def2-TZVPD) of a structure of composition C36H24F15MoN5O5Se.

Geometry as XYZ:
```
87
Properties=species:S:1:pos:R:3:forces:R:3
Mo -0.33625 -1.11089 0.64153 -0.333 0.220 0.081
C -4.45038 -2.01457 -5.28989 -0.031 -0.008 -0.053
C -3.61288 -1.52009 -4.14495 0.027 0.061 0.048
C -3.50309 -0.17017 -3.83852 0.003 -0.061 -0.017
C -2.74128 0.26099 -2.77393 0.060 0.018 0.035
C -2.02422 -0.62199 -1.94580 -0.077 0.044 -0.066
N -1.27890 -0.12222 -0.87229 0.206 -0.205 0.180
C -1.14005 1.27982 -0.73224 0.168 0.055 -0.012
C -0.47756 1.99648 -1.73714 -0.125 -0.045 -0.004
C -0.31583 3.35963 -1.66434 -0.030 0.016 0.004
C -0.80235 4.07118 -0.56950 -0.028 -0.005 -0.025
C -0.63426 5.56262 -0.48179 0.000 0.031 -0.001
C -1.40817 3.35960 0.45059 -0.006 -0.029 0.004
C -1.55804 1.97089 0.40966 -0.031 0.047 -0.070
C -2.11940 1.18418 1.59264 -0.024 0.049 0.050
O -1.45193 -0.01235 1.81381 0.162 -0.262 -0.213
C -3.63128 0.90414 1.38374 -0.028 -0.011 -0.075
F -3.83593 0.21364 0.25914 -0.014 0.014 0.083
F -4.15308 0.20501 2.39381 0.008 0.002 -0.003
F -4.32101 2.05287 1.27883 0.015 -0.024 -0.026
C -1.92631 1.94305 2.94254 -0.013 -0.006 0.022
F -0.63866 2.33268 3.05798 -0.049 0.000 0.033
F -2.69005 3.03504 3.08981 0.039 -0.042 -0.007
F -2.18381 1.14509 3.98237 0.036 0.048 -0.025
C -2.18057 -1.99871 -2.21916 -0.027 -0.009 0.010
C -2.95495 -2.40170 -3.30636 0.002 -0.017 0.014
C -1.63491 -3.07831 -1.28844 0.015 -0.026 -0.025
O -0.59554 -2.66906 -0.49123 0.015 0.198 0.093
C -2.76549 -3.55775 -0.33517 -0.051 -0.004 0.011
F -3.89750 -3.87893 -0.96960 0.010 0.006 0.006
F -3.04719 -2.55439 0.51801 -0.004 0.000 -0.028
F -2.39152 -4.61321 0.39126 0.008 -0.001 0.023
C -1.05189 -4.29750 -2.06609 0.002 -0.013 0.010
F -0.28256 -5.04991 -1.28308 -0.018 0.025 -0.067
F -1.99499 -5.10270 -2.58513 0.035 0.010 0.033
F -0.28496 -3.86338 -3.08517 0.018 -0.032 0.028
H -4.73653 -1.19364 -5.94686 -0.003 0.001 -0.004
H -5.36693 -2.48822 -4.93247 -0.003 -0.003 0.003
H -3.91369 -2.75202 -5.88812 0.008 -0.004 0.006
H -4.03254 0.56495 -4.43370 -0.005 0.001 -0.010
H -2.72208 1.31870 -2.56248 0.049 0.030 0.029
H -0.10829 1.44572 -2.59339 -0.008 -0.009 -0.014
H 0.19930 3.88354 -2.46126 0.008 -0.001 -0.008
H -1.07377 6.06078 -1.34725 0.001 -0.001 -0.004
H 0.42272 5.83695 -0.45116 -0.005 0.004 -0.002
H -1.10964 5.96256 0.41297 -0.004 -0.002 0.007
H -1.76288 3.91123 1.30849 -0.004 0.012 0.005
H -3.07198 -3.45900 -3.49682 -0.014 0.011 -0.011
Se 7.35372 0.30646 1.17795 -0.160 -0.030 -0.008
N 6.28838 -0.18512 -0.16696 0.045 0.014 0.029
C 5.07812 -0.27380 0.31130 0.159 0.053 0.075
C 3.92324 -0.65289 -0.48987 -0.277 -0.026 0.012
C 3.97312 -0.97673 -1.84290 0.010 -0.008 -0.020
C 2.80145 -1.31153 -2.49047 0.032 0.000 -0.031
C 1.60851 -1.33551 -1.78168 -0.032 0.021 0.053
N 1.55698 -1.03406 -0.48588 -0.177 -0.109 0.093
C 2.68504 -0.68678 0.14610 0.094 -0.061 -0.322
C 2.52899 -0.34767 1.53914 0.075 0.056 0.303
N 1.27313 -0.39157 1.99870 -0.143 0.029 -0.099
C 1.04540 -0.15218 3.28761 -0.009 -0.014 -0.033
C 2.07577 0.16793 4.16260 0.001 -0.006 0.025
C 3.36995 0.24482 3.69218 0.002 0.005 0.000
C 3.61275 -0.01504 2.34504 -0.271 -0.054 -0.006
C 4.92416 0.03684 1.71828 0.194 0.020 -0.053
N 6.01299 0.37065 2.35417 0.054 -0.002 -0.029
H 4.92297 -0.96161 -2.35994 0.010 0.000 -0.006
H 2.79300 -1.57114 -3.53897 0.010 0.000 -0.005
H 0.67387 -1.61411 -2.24676 0.012 0.008 -0.002
H 0.01621 -0.23125 3.60836 0.019 -0.003 0.003
H 1.84333 0.34963 5.20163 0.009 0.002 0.005
H 4.19573 0.49418 4.34474 0.012 0.003 0.001
C 2.98022 4.35467 0.99229 0.004 -0.012 -0.029
C 2.12865 3.11951 1.19631 -0.058 0.027 0.065
O 2.15510 2.25283 0.06542 0.108 -0.106 -0.017
H 2.88795 5.03403 1.84008 -0.004 0.001 0.020
H 2.66886 4.88239 0.08967 0.006 0.009 0.003
H 4.03706 4.09222 0.89076 0.003 -0.004 -0.005
H 1.08113 3.38807 1.32954 0.050 -0.018 0.001
H 2.44397 2.57679 2.09665 0.028 0.011 -0.002
H 3.06332 2.18413 -0.24968 0.016 0.068 0.019
F 1.16417 -5.45784 3.21790 -0.013 0.027 0.005
C 0.45512 -4.35312 3.45143 0.007 -0.018 -0.025
F 0.92583 -3.79898 4.59259 -0.017 -0.004 -0.013
F -0.81187 -4.70754 3.66737 0.014 -0.011 0.000
C 0.60402 -3.31988 2.30945 0.213 -0.024 0.017
O 1.64458 -3.28272 1.67777 0.003 -0.057 0.025
O -0.39182 -2.52470 2.21427 0.014 0.128 -0.100
```
Forces are in eV/Å.

Output
maximum force: 0.008 Eh/bohr
frontier orbital gap (alpha / beta): 0.2147 / 0.2248 Ha
multiplicity: 3
<S²>: 2.0132
highest occupied orbital energy (alpha / beta): -7.3 / -7.6 eV
E: -163379.554 eV
lowest unoccupied orbital energy (alpha / beta): -1.443 / -1.488 eV

Atomic partial charges in e from the Löwdin method, atoms 1 to 2: Mo 1.91; C -0.05

---

No. 3
The following is a DFT calculation (ωB97M-V/def2-TZVPD) of an isolated molecule of C8H10N2 at a distorted geometry.

Geometry as XYZ:
```
20
Properties=species:S:1:pos:R:3:forces:R:3
C 1.51796 -1.48547 0.65424 -1.174 -2.736 -1.116
C 1.18243 -0.51423 -0.48452 -0.754 0.639 3.387
C 1.73907 0.92666 -0.41378 0.145 0.123 -1.579
C 0.56629 1.76802 0.14751 -0.781 2.311 1.164
C -0.68713 1.00958 -0.00315 3.035 -2.265 -1.106
C -2.77686 0.30495 0.05173 3.344 -1.662 -0.302
C -2.38191 -1.08026 -0.17260 -1.017 3.160 0.173
C -0.24684 -0.23683 -0.36543 -4.110 -3.412 0.569
H 1.19388 -1.15960 1.64405 0.882 0.477 0.078
H 2.59001 -1.82094 0.47526 -1.365 0.164 1.020
H 0.70371 -2.40001 0.51688 2.564 1.879 0.077
H 1.17966 -1.09596 -1.33842 1.370 -0.662 -2.363
H 1.75240 1.10545 -1.51908 0.619 0.780 0.857
H 2.76137 1.09854 0.04624 -1.409 -0.332 -0.549
H 0.55398 2.10559 1.19437 0.859 -0.452 0.115
H 0.27563 2.69944 -0.31194 1.065 0.776 -0.817
H -3.69521 0.60612 0.30615 -3.851 0.428 0.497
H -3.17656 -1.83715 -0.17044 0.670 0.007 -0.039
N -1.93021 1.33323 0.14796 -1.511 -0.147 0.379
N -1.12166 -1.32713 -0.40505 1.419 0.924 -0.445
```
Forces are in eV/Å.

Output
maximum force: 0.104 Eh/bohr
frontier orbital gap: 0.3503 Ha
highest occupied orbital energy: -9.0 eV
E: -11436.379 eV
lowest unoccupied orbital energy: 0.555 eV
ΔE to the lowest compared entry with this formula, charge and spin: 132.56 kJ/mol
SMILES: C[C@@H]1CCc2nccnc21

Atomic partial charges in e from the Löwdin method, atoms 1 to 2: C -0.07; C -0.34